*A*
12
Properties=species:S:1:pos:R:3:mulliken_charge:R:1 method="wB97M-V/def2-TZVPD" molar_mass_g_mol=105.1 homo_energy_ev=-10.317
F -2.59118 -0.52842 0.26383 -0.23
C -1.31024 -0.50436 0.25825 0.38
N -0.56806 -1.40249 -0.25627 -0.50
C 0.74950 -0.96070 -0.55356 -0.36
C 0.90109 0.41329 0.14604 -0.61
C -0.52157 0.87970 0.43068 0.22
F -1.07385 1.80928 -0.48248 -0.31
H 0.87172 -0.95690 -1.82743 0.25
H 1.40124 -1.65579 -0.10875 0.28
H 1.40960 0.40351 1.14566 0.29
H 1.34284 1.11872 -0.43724 0.34
H -0.61109 1.38415 1.42125 0.25

=====

*B*
12
Properties=species:S:1:pos:R:3:mulliken_charge:R:1 method="wB97M-V/def2-TZVPD" molar_mass_g_mol=105.1 homo_energy_ev=-7.269
C -0.40059 0.50221 -0.16593 0.19
C 1.75667 -0.57818 0.40196 -1.05
C 1.14533 0.57954 -0.30605 -0.30
C -2.89604 0.16267 -0.34004 0.23
N -1.57462 0.25630 -0.29731 -0.04
F -3.48774 0.78333 0.71610 -0.22
F -3.42308 -1.06516 -0.42392 -0.22
H 2.73394 -0.86495 0.01433 0.34
H 1.03826 -1.40196 0.27521 0.32
H 1.91922 -0.41114 1.49472 0.26
H 1.66293 1.53635 0.00527 0.27
H 1.52573 0.50098 -1.37435 0.22

=====

Most favorable structure: *A*. The second most favorable one is 2.819 eV above it.

=====

*A*
44
Properties=species:S:1:pos:R:3:mulliken_charge:R:1 method="wB97M-V/def2-TZVPD" molar_mass_g_mol=341.4 homo_energy_ev=-8.081
C -6.39305 -3.26154 -0.98466 -0.64
O -5.41882 -2.23784 -0.86372 -0.31
C -5.77218 -1.18358 -0.10683 0.63
O -6.84494 -1.10167 0.44258 -0.61
C -4.71139 -0.15955 -0.02676 0.14
C -4.93886 0.97456 0.75312 -0.85
C -3.97427 1.94920 0.86279 -0.60
C -2.74709 1.81274 0.20407 0.56
N -1.81552 2.82884 0.33019 -0.07
C -0.45866 2.77182 0.21957 -0.23
C 0.34362 1.69197 0.18447 -0.65
C 1.78416 1.88782 0.05042 0.30
O 2.27140 2.98541 -0.18786 -0.68
C 2.64621 0.68726 0.18692 -0.19
C 2.27874 -0.45551 0.88073 -1.18
C 3.15468 -1.52559 0.97973 -0.62
C 4.40548 -1.48090 0.38457 1.06
O 5.32476 -2.47927 0.41503 -0.42
C 5.00498 -3.66761 1.09463 -0.94
C 4.79546 -0.31295 -0.31454 0.91
O 6.04133 -0.34406 -0.85923 -0.42
C 6.49325 0.80054 -1.54100 -0.91
C 3.91760 0.74733 -0.39461 -0.34
C -2.53634 0.69400 -0.60646 -0.50
C -3.50564 -0.27974 -0.71528 -0.56
H -6.64161 -3.66765 -0.00175 0.29
H -5.95173 -4.02912 -1.61531 0.23
H -7.30418 -2.86734 -1.43984 0.29
H -5.88315 1.06647 1.26753 0.45
H -4.15685 2.82662 1.46720 0.34
H -2.19344 3.70956 0.65082 0.24
H 0.02350 3.74257 0.19060 0.45
H -0.03571 0.68869 0.26074 0.52
H 1.32524 -0.52119 1.38084 0.42
H 2.84753 -2.39881 1.53322 0.37
H 4.13083 -4.16051 0.65621 0.37
H 4.82414 -3.48756 2.15956 0.37
H 5.87509 -4.31240 0.98224 0.23
H 7.50273 0.56374 -1.87333 0.22
H 5.86762 1.02381 -2.41137 0.36
H 6.52247 1.67516 -0.88345 0.37
H 4.17877 1.65883 -0.90825 0.52
H -1.62692 0.61203 -1.17854 0.64
H -3.33917 -1.13905 -1.34528 0.45

=====

*B*
44
Properties=species:S:1:pos:R:3:mulliken_charge:R:1 method="wB97M-V/def2-TZVPD" molar_mass_g_mol=341.4 homo_energy_ev=-9.040
O -0.84472 -3.84475 2.03925 -0.61
C -0.11778 -2.89052 2.03591 0.72
C -0.13830 -1.77664 3.07641 -0.73
N 0.54863 -0.59445 2.62744 -0.16
C -0.14429 0.48217 2.15792 0.19
O -1.33142 0.64074 2.34871 -0.65
C 0.70385 1.44704 1.43055 0.41
C 1.87264 1.27639 0.72821 0.16
C 2.19821 2.54046 0.19490 -1.09
C 1.20814 3.38283 0.60977 -0.42
O 0.30484 2.73054 1.34270 -0.40
O 0.82029 -2.65183 1.11478 -0.27
C 0.87146 -3.48913 -0.03506 -0.74
C 0.91657 -2.62707 -1.30105 0.42
O 1.65211 -2.92708 -2.21287 -0.60
C 0.06404 -1.42810 -1.29947 0.19
C -1.13040 -1.34162 -0.58099 -0.72
C -1.85043 -0.16783 -0.59481 -0.99
C -1.41776 0.94440 -1.31339 1.15
C -0.25157 0.85145 -2.07306 1.72
C 0.47236 -0.32997 -2.05462 -1.31
C 0.23699 2.00586 -2.90304 -0.89
C -0.87739 3.00514 -3.19204 -1.07
C -1.54661 3.40155 -1.88210 -0.40
C -2.24902 2.19319 -1.27218 -1.47
H 0.30191 -2.15543 4.00479 0.39
H -1.18013 -1.50320 3.27002 0.38
H 1.50828 -0.71022 2.34427 0.29
H 2.41816 0.36629 0.58129 0.51
H 3.04935 2.78743 -0.40592 0.54
H 1.05875 4.43468 0.46073 0.59
H -0.00601 -4.14772 -0.05227 0.41
H 1.77456 -4.10532 0.00978 0.36
H -1.51906 -2.19234 -0.04293 0.70
H -2.76609 -0.09851 -0.02711 0.39
H 1.38446 -0.41428 -2.62814 0.49
H 1.04225 2.51071 -2.35897 0.18
H 0.66195 1.62663 -3.83494 0.41
H -1.61588 2.55128 -3.85634 0.36
H -0.46617 3.88321 -3.69337 0.42
H -0.78729 3.77314 -1.19182 -0.02
H -2.27042 4.20163 -2.04712 0.37
H -3.17816 1.99871 -1.81835 0.43
H -2.52291 2.39670 -0.23418 0.38

=====

Most favorable structure: *B*. The second most favorable one is 1.319 eV above it.

=====

*A*
7
Properties=species:S:1:pos:R:3:mulliken_charge:R:1 method="wB97M-V/def2-TZVPD" molar_mass_g_mol=107.1 homo_energy_ev="-9.845 / -9.843"
C -1.26141 -0.55625 -0.36920 0.49
N -0.97052 -0.96727 0.68418 -0.31
O -1.47599 0.00908 -1.35061 -0.42
O 1.52316 1.25570 -0.50635 -0.22
O 0.75426 1.63939 -1.36516 0.14
S 0.01860 3.08632 -1.50569 0.06
H -1.16756 -1.57314 1.44932 0.26

=====

*B*
7
Properties=species:S:1:pos:R:3:mulliken_charge:R:1 method="wB97M-V/def2-TZVPD" molar_mass_g_mol=107.1 homo_energy_ev=-10.230
O 1.04934 -1.02830 0.37607 -0.41
C 0.53604 -1.61018 -0.53096 0.71
S -0.33243 -2.23140 -1.63751 -0.28
O -1.33841 0.12393 0.77985 -0.31
N -0.28684 0.67287 0.86641 0.31
O -0.28075 1.84905 0.13418 -0.39
H 0.65306 2.22403 0.01197 0.37

=====

Most favorable structure: *B*. The second most favorable one is 3.189 eV above it.

=====

*A*
33
Properties=species:S:1:pos:R:3:mulliken_charge:R:1 method="wB97M-V/def2-TZVPD" molar_mass_g_mol=231.3 homo_energy_ev=-9.733
H -2.46404 2.21424 0.33842 0.30
N -2.57564 1.81708 -0.56679 -0.87
C -1.43158 1.72440 -1.07272 0.61
N -1.24832 1.64246 -2.44850 -0.61
N -0.22511 1.95620 -0.52267 -0.20
C -0.01544 2.30790 0.89771 -1.18
C 0.15999 1.08715 1.75311 -0.31
C -0.91383 0.02075 1.72801 -1.29
C -0.57110 -1.43297 1.41104 0.11
N -0.33554 -2.10648 2.73160 -0.75
C 0.63355 -1.58756 0.48684 0.58
O 1.43938 -2.45340 0.58646 -0.70
N 0.70421 -0.64667 -0.50648 0.12
C 1.81999 -0.80146 -1.49223 -1.23
C 1.51606 -1.71429 -2.67454 0.73
O 1.73569 -1.38969 -3.83627 -0.58
O 1.10206 -2.93308 -2.29708 -0.48
H -0.55324 0.90186 -2.74770 0.26
H -2.18517 1.37566 -2.80203 0.34
H 0.31554 2.57318 -1.15162 0.27
H 0.89694 2.91633 0.99045 0.44
H -0.81855 2.93018 1.25107 0.33
H 1.15347 0.75977 1.48285 0.30
H 0.26744 1.32297 2.81921 0.48
H -1.46252 -0.01581 2.64297 0.56
H -1.80390 0.24437 1.10897 0.41
H -1.48006 -1.81139 0.98242 0.39
H 0.51616 -1.76371 3.25538 0.28
H -0.08224 -3.05288 2.45076 0.29
H -0.01193 0.04371 -0.65129 0.04
H 2.48233 -1.24119 -0.82756 0.67
H 2.15323 0.11568 -1.97279 0.30
H 1.28218 -3.00330 -1.34701 0.41

=====

*B*
33
Properties=species:S:1:pos:R:3:mulliken_charge:R:1 method="wB97M-V/def2-TZVPD" molar_mass_g_mol=231.3 homo_energy_ev=-8.617
H 4.34061 -1.53060 -0.83717 0.17
N 3.68659 -1.25913 -0.13921 -0.61
C 3.45125 0.05778 0.06442 0.32
N 4.17812 1.19496 -0.39238 -0.52
N 2.28042 0.32661 0.90169 -0.15
C 1.17328 -0.60696 1.24276 -0.62
C 0.71547 -1.33601 -0.22451 -0.72
C -0.66309 -1.83995 -0.35354 -0.93
C -1.72503 -0.89520 -0.95409 0.10
N -1.42798 0.44192 -1.45992 -0.06
C -0.92765 1.50223 -0.69901 0.50
O 0.10752 2.03721 -1.06374 -0.62
C -1.63376 1.67467 0.71577 -0.89
N -2.57257 2.73894 0.92429 -0.68
C -3.03736 -0.87631 -0.17622 0.15
O -3.88066 -0.04234 -0.45212 -0.55
O -3.10301 -1.83192 0.85112 -0.48
H 4.48673 0.98574 -1.37856 0.30
H 4.98464 1.41140 0.10983 0.24
H 2.48965 1.09802 1.36426 0.19
H 1.35703 -1.41720 1.94888 0.29
H 0.40891 0.08749 1.41335 0.41
H 0.91340 -0.78248 -1.18309 0.22
H 1.18078 -2.29062 -0.18891 0.53
H -1.08222 -2.44458 0.50144 0.45
H -0.50009 -2.81356 -0.95885 0.42
H -2.13530 -1.35449 -1.85620 0.28
H -0.94346 0.42948 -2.32948 0.35
H -1.92171 0.77072 1.17246 0.52
H -0.80874 2.07395 1.29894 0.45
H -2.07739 3.58187 0.72759 0.30
H -3.27342 2.65126 0.14878 0.28
H -4.04097 -1.74292 1.26143 0.39

=====

Most favorable structure: *A*. The second most favorable one is 2.649 eV above it.

=====

*A*
84
Properties=species:S:1:pos:R:3:mulliken_charge:R:1 method="wB97M-V/def2-TZVPD" molar_mass_g_mol=420.7 homo_energy_ev=-9.694
C -4.96144 1.42597 1.12311 -0.99
C -6.18657 2.04266 1.74080 0.46
C -7.05864 2.77296 0.71556 -1.29
O -6.94295 1.01087 2.37793 -0.58
H -5.15528 0.49534 0.58336 0.11
H -4.22806 1.11728 1.88032 0.28
H -4.38606 2.08182 0.46517 0.40
H -5.87593 2.77346 2.49627 0.33
H -7.52443 2.05172 0.04180 0.25
H -6.44748 3.46594 0.13647 0.34
H -7.85895 3.32732 1.20624 0.34
H -7.07991 1.23902 3.30034 0.33
C -6.94086 -2.46548 -3.00414 -1.38
C -5.91946 -1.54299 -2.37201 0.68
C -6.37700 -0.09771 -2.45003 -1.20
O -5.72428 -1.95843 -1.02850 -0.58
H -7.95610 -2.18615 -2.71226 0.33
H -6.79242 -3.49900 -2.68906 0.35
H -6.87759 -2.43147 -4.09194 0.37
H -4.98110 -1.59266 -2.94400 0.18
H -7.27875 0.02263 -1.84551 0.25
H -6.57717 0.16202 -3.48984 0.42
H -5.62247 0.57914 -2.04374 0.31
H -4.89430 -1.61055 -0.68940 0.26
C 6.07208 -3.86994 0.36961 -1.33
C 5.54715 -2.45482 0.60434 0.47
C 4.68596 -1.91488 -0.54006 -0.89
O 4.84786 -2.38602 1.85396 -0.58
H 7.06242 -3.96421 0.81737 0.32
H 6.16844 -4.09478 -0.69192 0.37
H 5.42321 -4.60019 0.85037 0.33
H 6.38604 -1.77717 0.76157 0.26
H 4.48396 -2.68575 -1.30338 0.48
H 5.17812 -1.14868 -1.13430 0.13
H 3.67239 -1.61378 -0.27220 0.06
H 4.01709 -2.86072 1.75114 0.33
C -1.46721 -0.11587 -0.28170 -1.29
C -0.41915 -0.08666 0.82223 0.60
C 0.94302 0.35677 0.28505 -0.85
O -0.86763 0.75201 1.87737 -0.58
H -1.54850 0.87328 -0.74488 0.32
H -2.44227 -0.37784 0.13297 0.26
H -1.25745 -0.82939 -1.08002 0.34
H -0.31117 -1.09623 1.22357 0.20
H 1.78368 0.06410 0.90897 0.30
H 0.92693 1.44783 0.17198 0.50
H 1.06035 -0.03274 -0.72652 -0.19
H -0.65353 1.65978 1.64256 0.29
C 2.69440 -0.66845 -3.18974 -1.29
C 1.81119 -0.69243 -4.39911 0.45
C 0.33351 -0.87132 -4.06491 -0.72
O 1.94785 0.51305 -5.15249 -0.58
H 3.74908 -0.71427 -3.48764 0.53
H 2.58970 -1.53902 -2.53401 0.34
H 2.52064 0.20717 -2.56104 0.35
H 2.12998 -1.51645 -5.05251 0.18
H 0.13229 -0.60984 -3.02292 -0.26
H 0.03521 -1.91338 -4.18507 0.33
H -0.30181 -0.24949 -4.69182 0.38
H 2.88353 0.73041 -5.20763 0.31
C -0.70273 1.59064 6.29173 -1.40
C 0.15945 0.78520 5.33173 0.78
C 1.24870 0.01247 6.05162 -1.28
O -0.67395 -0.12743 4.61536 -0.58
H -1.43538 0.95042 6.79057 0.34
H -1.30716 2.32201 5.74323 0.32
H -0.14610 2.11583 7.06909 0.36
H 0.62245 1.48247 4.62473 0.19
H 1.49562 -0.86654 5.45339 0.34
H 0.93256 -0.30124 7.04362 0.29
H 2.16849 0.59893 6.09003 0.35
H -0.78867 0.20840 3.71814 0.38
C 6.95356 1.73493 -1.48923 -1.58
C 5.43251 1.67358 -1.57471 1.52
C 4.76610 1.87508 -0.23233 -1.10
O 4.90877 2.69550 -2.42999 -0.60
H 7.40433 1.24458 -2.36055 0.38
H 7.30612 1.13278 -0.64692 0.32
H 7.33420 2.75198 -1.43454 0.39
H 5.16847 0.69949 -2.00124 -0.46
H 3.68701 1.92175 -0.37141 0.13
H 5.14992 2.82357 0.14759 0.42
H 5.00392 1.06689 0.45795 0.29
H 5.14164 2.50492 -3.34398 0.35

=====

*B*
84
Properties=species:S:1:pos:R:3:mulliken_charge:R:1 method="wB97M-V/def2-TZVPD" molar_mass_g_mol=420.7 homo_energy_ev=-10.082
C 16.82955 23.82074 -9.55805 -1.44
C 16.46701 24.72671 -10.72172 0.60
C 16.47233 24.11348 -12.10713 -1.19
O 15.22954 25.30854 -10.44209 -0.54
H 16.27785 22.88986 -9.42685 0.38
H 16.75237 24.34411 -8.60504 0.36
H 17.82135 23.40308 -9.73124 0.37
H 17.24610 25.48760 -10.67517 0.20
H 17.41009 23.56720 -12.20846 0.33
H 16.47226 24.94344 -12.81371 0.30
H 15.68784 23.40529 -12.37389 0.29
H 14.65606 24.64698 -10.04830 0.33
C 11.59505 18.08584 -2.93247 -1.22
C 12.51043 19.27736 -2.66113 0.43
C 13.66768 19.35696 -3.70673 -1.23
O 11.72855 20.38320 -2.89439 -0.55
H 10.68456 18.11742 -2.33407 0.36
H 12.08815 17.14938 -2.67170 0.33
H 11.17728 18.05708 -3.93882 0.32
H 12.89520 19.32063 -1.64223 0.26
H 14.41438 18.57870 -3.54909 0.34
H 14.20840 20.28804 -3.87650 0.33
H 13.16213 19.10282 -4.63836 0.29
H 11.06911 20.46649 -2.20173 0.32
C 8.55152 22.71376 -9.11840 -1.15
C 9.89795 22.07275 -9.21487 0.57
C 10.47735 21.98621 -10.63177 -1.35
O 10.78742 22.76251 -8.35829 -0.55
H 7.73367 22.11916 -9.52541 0.34
H 8.54790 23.70294 -9.57622 0.29
H 8.28711 22.83933 -8.06843 0.32
H 9.80356 21.03476 -8.89584 0.18
H 9.83085 21.42192 -11.30388 0.36
H 11.43995 21.48765 -10.74543 0.33
H 10.68642 22.95923 -11.07633 0.33
H 10.60744 22.44883 -7.46902 0.32
C 23.79404 30.10568 -15.22921 -1.25
C 23.26296 29.74240 -13.83059 0.52
C 23.39090 28.26084 -13.67936 -1.31
O 24.07739 30.30664 -12.85479 -0.54
H 23.68110 31.17263 -15.42148 0.34
H 23.16418 29.58183 -15.94821 0.34
H 24.83661 29.96373 -15.51381 0.32
H 22.23196 30.08554 -13.74465 0.23
H 24.43999 27.97039 -13.73536 0.34
H 22.87314 27.76920 -14.50296 0.38
H 22.98805 27.96936 -12.70938 0.31
H 23.92835 31.25487 -12.87147 0.32
C 10.66049 17.93875 -20.01446 -1.26
C 11.39170 17.98229 -18.65657 0.48
C 11.68134 19.38255 -18.23526 -1.20
O 10.51946 17.47406 -17.69049 -0.56
H 9.65888 18.36648 -19.97037 0.33
H 10.56028 16.89837 -20.32376 0.31
H 11.25149 18.42115 -20.79299 0.36
H 12.29968 17.38132 -18.70688 0.25
H 10.78525 19.97768 -18.05939 0.31
H 12.43350 19.88432 -18.84400 0.35
H 12.10850 19.35583 -17.23280 0.32
H 10.98084 17.14073 -16.91744 0.32
C 10.10107 31.04858 -9.01434 -1.34
C 9.02796 30.74417 -7.95653 0.58
C 9.42868 29.68966 -6.94559 -1.22
O 8.85389 31.93397 -7.23398 -0.54
H 11.04229 31.39575 -8.58812 0.34
H 9.78815 31.79749 -9.74189 0.31
H 10.43862 30.18507 -9.58750 0.38
H 8.09917 30.50636 -8.47508 0.18
H 8.72180 29.57775 -6.12346 0.36
H 10.34602 29.97823 -6.43244 0.33
H 9.60186 28.72940 -7.43139 0.32
H 8.18620 31.74187 -6.57150 0.31
C 20.05003 22.69889 -1.75618 -1.29
C 21.08000 23.75569 -1.26211 0.48
C 20.84504 24.23834 0.15520 -1.23
O 22.36231 23.11334 -1.39455 -0.54
H 20.11175 21.87716 -1.04271 0.38
H 20.22059 22.38087 -2.78471 0.31
H 19.03935 23.09954 -1.67814 0.35
H 21.04755 24.60717 -1.94184 0.25
H 19.88220 24.73784 0.26258 0.35
H 21.53313 24.95262 0.60734 0.33
H 20.80697 23.40653 0.85858 0.27
H 22.21391 22.18564 -1.19722 0.34

=====

Most favorable structure: *A*. The second most favorable one is 1.135 eV above it.

=====

*A*
9
Properties=species:S:1:pos:R:3:mulliken_charge:R:1 method="wB97M-V/def2-TZVPD" molar_mass_g_mol=95.0 charge=-1 homo_energy_ev="-4.224 / -2.154"
N 0.48719 -1.42466 -0.45848 -0.35
N -0.77340 -1.70929 0.02810 -0.48
O 0.14270 1.75315 -1.04933 -0.57
O 0.95695 1.22761 1.31675 -0.63
P -0.16219 1.36128 0.31480 0.27
H 0.55437 -0.44512 -0.81267 0.28
H 1.29139 -1.54754 0.28263 0.30
H -1.44175 -1.42972 -0.69117 0.23
H -1.05526 2.21428 1.06937 -0.05

=====

*B*
9
Properties=species:S:1:pos:R:3:mulliken_charge:R:1 method="wB97M-V/def2-TZVPD" molar_mass_g_mol=95.0 charge=-1 homo_energy_ev=-4.722
N -0.49688 1.12589 0.03355 -0.67
P 0.79325 0.01437 -0.02314 0.95
N -0.48843 -1.64903 0.20995 -0.78
O 1.62331 0.16276 1.17479 -0.72
O 1.43938 0.10434 -1.34368 -0.68
H -0.67975 1.54232 0.92955 0.22
H -0.30427 1.98658 -0.47323 0.25
H -0.50465 -2.08291 -0.70749 0.21
H -1.38195 -1.20432 0.19969 0.22

=====

Most favorable structure: *B*. The second most favorable one is 4.261 eV above it.